Entry 1
{
  "formula": "C7H15NO",
  "method": "wB97M-V/def2-TZVPD",
  "species": ["C", "H", "C", "C", "H", "C", "H", "H", "H", "H", "H", "C", "H", "C", "H", "C", "H", "H", "H", "H", "N", "H", "H", "O"],
  "coordinates": [[0.233, -1.664, -2.331], [0.161, 3.328, 0.238], [1.242, -1.238, -1.332], [0.106, -0.410, 1.424], [2.895, 0.014, -0.755], [2.111, -0.067, -1.525], [0.042, -1.176, 2.202], [-0.745, -1.826, -1.873], [0.541, -2.625, -2.761], [-1.712, 2.522, 1.240], [-2.321, -0.457, 2.877], [-2.363, 0.016, 1.890], [0.120, -0.905, -3.104], [-1.018, 0.549, 1.486], [0.142, -0.920, 0.427], [-0.862, 1.853, 1.141], [1.528, -1.981, -0.590], [0.815, 1.767, -0.032], [-3.115, 0.805, 1.928], [1.085, 0.067, 1.509], [0.275, 2.400, 0.616], [2.557, -0.034, -2.538], [-2.722, -0.745, 1.188], [1.003, 0.724, -1.325]],
  "homo_lumo_gap_ha": [0.231, 0.231],
  "e_lumo_ev": [-0.7, -0.7],
  "total_charge": 0
}


Entry 2
{
  "formula": "C7H15NO",
  "method": "wB97M-V/def2-TZVPD",
  "species": ["C", "H", "C", "H", "O", "H", "N", "H", "H", "H", "H", "H", "H", "H", "C", "H", "C", "C", "H", "H", "H", "H", "C", "C"],
  "coordinates": [[-0.819, 0.445, -0.536], [-1.599, -0.565, 2.158], [0.378, 0.171, 1.713], [-2.793, 0.659, -0.260], [0.001, 1.503, 2.039], [1.153, -0.645, -0.708], [-1.904, 1.128, -0.172], [0.654, 2.101, 1.658], [1.237, -0.966, -3.082], [2.084, 0.085, 3.046], [0.116, -0.920, -4.432], [0.050, 1.237, -2.904], [2.478, 0.585, 1.395], [-0.485, -0.643, 3.518], [0.310, -0.053, -0.429], [-1.534, 0.392, -2.961], [0.173, -0.911, -3.335], [1.838, -0.079, 1.984], [-1.785, 1.677, 0.673], [2.105, -1.108, 1.737], [-0.323, -1.800, 2.183], [-0.303, -1.833, -2.984], [-0.475, 0.302, -2.726], [-0.559, -0.762, 2.427]],
  "homo_lumo_gap_ha": 0.255,
  "e_lumo_ev": 0.8,
  "total_charge": 0
}


Which one sits at the bottom of the stability order? entry 2 does.


Entry 1
{
  "formula": "C7H15NO",
  "method": "wB97M-V/def2-TZVPD",
  "species": ["H", "H", "H", "C", "H", "C", "C", "H", "H", "H", "C", "O", "N", "C", "H", "H", "H", "H", "H", "C", "C", "H", "H", "H"],
  "coordinates": [[1.752, -2.150, 0.620], [-2.113, -0.614, 1.851], [-0.389, 1.043, 1.091], [2.123, 0.514, 0.401], [0.301, -0.993, -1.913], [-0.475, 1.827, -0.927], [-1.513, -0.282, -0.184], [-3.391, -0.896, 0.655], [3.016, -0.107, 0.364], [0.247, 2.601, -0.685], [-0.379, 0.677, 0.062], [-1.705, -0.897, -1.215], [1.116, -0.528, -1.523], [-2.552, -0.258, 0.921], [-1.490, 2.225, -0.929], [1.914, -1.137, -1.664], [0.665, -1.371, 1.773], [2.298, 1.376, -0.235], [0.029, -2.226, 0.347], [0.826, -1.584, 0.718], [0.910, -0.282, -0.103], [-0.269, 1.464, -1.931], [1.980, 0.837, 1.429], [-2.898, 0.761, 1.079]],
  "smiles": "CC(=O)[C@H](C)C(C)(C)N",
  "homo_lumo_gap_ha": 0.367,
  "e_lumo_ev": 0.9,
  "total_charge": 0
}


Entry 2
{
  "formula": "C7H15NO",
  "method": "wB97M-V/def2-TZVPD",
  "species": ["H", "H", "C", "H", "H", "H", "N", "H", "C", "H", "H", "H", "C", "H", "H", "C", "H", "C", "H", "H", "C", "C", "H", "O"],
  "coordinates": [[-0.579, -0.644, -1.114], [1.293, -1.283, 2.897], [0.293, 1.165, -0.399], [-2.137, 2.332, -0.731], [1.431, 0.193, -1.740], [1.388, 0.320, 2.164], [1.410, 1.038, -1.174], [-0.283, 1.893, -3.157], [-0.641, 0.081, -0.312], [-1.490, -2.070, 1.666], [-1.588, 0.169, 0.197], [2.056, 1.811, -1.190], [-1.159, 2.222, -2.603], [-0.135, -0.232, 2.871], [0.434, 1.826, 0.453], [-0.579, -2.330, 1.126], [-0.078, -3.123, 1.703], [0.320, -1.123, 0.959], [-0.851, -2.753, 0.156], [1.772, -2.362, 0.195], [0.736, -0.546, 2.295], [-1.296, 1.968, -1.314], [-1.819, 2.881, -3.160], [1.501, -1.433, 0.213]],
  "homo_lumo_gap_ha": 0.285,
  "e_lumo_ev": 0.9,
  "total_charge": 0
}


Which one sits at the bottom of the stability order? entry 2 does.


Entry 1
{
  "formula": "C7H15NO",
  "method": "wB97M-V/def2-TZVPD",
  "species": ["H", "H", "H", "H", "C", "H", "H", "C", "H", "N", "O", "C", "H", "H", "H", "H", "C", "H", "H", "H", "C", "C", "H", "C"],
  "coordinates": [[1.180, 2.129, -0.100], [1.160, -1.140, 2.122], [-2.969, 0.516, -0.764], [-0.595, 2.031, -2.028], [1.378, -0.744, 0.002], [1.938, -2.444, 1.199], [-0.434, -1.429, -1.155], [1.407, 1.321, 0.578], [2.840, -0.976, 1.556], [-0.836, 0.569, -0.555], [2.015, -0.956, -1.017], [-2.176, 0.992, -0.171], [-1.210, 0.474, -2.645], [-1.314, -1.019, 1.751], [0.494, 0.639, -2.169], [2.474, 1.176, 0.687], [-0.522, 0.947, -1.929], [-2.357, 0.754, 0.877], [0.825, 1.288, 1.489], [-1.326, -2.541, 0.727], [-0.453, -0.817, -0.248], [1.851, -1.362, 1.310], [-2.241, 2.073, -0.308], [-1.129, -1.482, 0.792]],
  "homo_lumo_gap_ha": [0.271, 0.237],
  "e_lumo_ev": [-0.4, -1.1],
  "total_charge": 0
}


Entry 2
{
  "formula": "C7H15NO",
  "method": "wB97M-V/def2-TZVPD",
  "species": ["H", "C", "H", "C", "N", "H", "H", "H", "H", "C", "C", "C", "H", "H", "H", "C", "H", "H", "H", "O", "H", "H", "C", "H"],
  "coordinates": [[2.154, -0.421, -1.000], [-1.515, 1.278, 1.408], [-1.500, 2.355, 1.577], [-0.277, 0.839, 0.605], [-0.304, -0.600, 0.598], [1.841, -1.998, -1.727], [-2.424, 1.029, 0.859], [-0.277, -3.196, -1.286], [0.842, -0.588, -2.188], [1.372, -1.080, -1.375], [1.008, 1.228, 1.397], [-0.279, 1.536, -0.768], [-1.355, -1.789, -1.605], [-1.544, 0.766, 2.368], [-1.444, -2.677, -0.047], [-0.796, -2.340, -0.851], [1.908, 0.932, 0.863], [-0.491, 2.596, -0.624], [-1.056, 1.116, -1.407], [1.019, -2.031, 0.814], [0.677, 1.457, -1.277], [1.014, 0.748, 2.373], [0.421, -1.473, -0.230], [1.005, 2.313, 1.523]],
  "homo_lumo_gap_ha": [0.308, 0.335],
  "e_lumo_ev": [-0.8, -0.5],
  "total_charge": 0
}


Entry 3
{
  "formula": "C7H15NO",
  "method": "wB97M-V/def2-TZVPD",
  "species": ["H", "C", "H", "C", "H", "H", "H", "H", "H", "C", "C", "H", "H", "C", "H", "H", "N", "H", "H", "H", "C", "H", "C", "O"],
  "coordinates": [[-2.881, -1.412, 0.278], [-0.228, 2.223, -1.408], [-0.818, -2.368, 1.443], [-0.980, -1.298, 1.270], [1.039, 2.901, 0.136], [-0.478, 2.030, 0.671], [1.585, -1.908, 0.469], [-2.986, -1.471, 2.041], [0.294, 2.728, -2.209], [1.314, -0.880, 0.195], [-0.248, -0.957, 0.005], [-0.511, -0.771, 2.103], [-2.661, 0.054, 1.212], [2.099, -0.490, -1.054], [-0.297, -0.332, -1.834], [1.855, 0.525, -1.362], [-0.860, -0.775, -1.070], [3.161, -0.512, -0.830], [1.901, -1.168, -1.881], [1.545, 0.818, 1.118], [0.122, 2.406, -0.140], [-1.175, 1.786, -1.677], [-2.475, -1.015, 1.200], [1.683, -0.115, 1.324]],
  "smiles": "[H]/N=C(/CC)[C@@H](C)O.C=C",
  "homo_lumo_gap_ha": 0.372,
  "e_lumo_ev": 0.9,
  "total_charge": 0
}


Entry 4
{
  "formula": "C7H15NO",
  "method": "wB97M-V/def2-TZVPD",
  "species": ["C", "H", "H", "H", "H", "C", "H", "O", "H", "C", "H", "H", "H", "H", "C", "H", "C", "H", "C", "C", "H", "N", "H", "H"],
  "coordinates": [[-3.131, -0.049, -1.480], [-3.968, -0.733, -1.502], [-1.202, 2.019, -2.183], [2.480, -1.801, 3.318], [-3.257, 0.878, -2.023], [2.124, -0.401, 1.795], [-1.962, -1.277, -0.261], [-0.479, 0.537, 0.739], [3.008, -2.307, 1.707], [-2.034, -0.335, -0.797], [-0.070, 2.527, -0.926], [-0.106, -0.670, 1.345], [0.514, -1.260, 1.751], [0.504, 0.871, 0.909], [2.943, -1.461, 2.391], [0.509, -1.165, -1.118], [0.351, -0.143, -1.461], [3.943, -1.080, 2.601], [-0.984, 1.965, -1.117], [-0.794, 0.516, -0.677], [-1.799, 2.425, -0.561], [2.026, 0.699, 1.390], [0.107, -0.166, -2.523], [1.277, 0.412, -1.317]],
  "homo_lumo_gap_ha": 0.363,
  "e_lumo_ev": 0.9,
  "total_charge": 0
}


Which one sits at the bottom of the stability order? entry 1 does.


Entry 1
{
  "formula": "C3H9N2",
  "method": "wB97M-V/def2-TZVPD",
  "species": ["N", "H", "H", "H", "C", "H", "C", "H", "H", "H", "H", "N", "H", "C"],
  "coordinates": [[1.532, 0.119, 0.051], [0.077, -1.654, -2.253], [-1.691, -0.001, -0.050], [-0.383, 2.772, 2.056], [-0.745, -0.237, -0.719], [-0.221, -2.537, -0.760], [-0.525, -1.647, -1.354], [2.116, -0.699, -0.252], [0.348, 1.002, 2.720], [-0.968, 0.288, -1.667], [1.284, 2.288, 1.928], [0.379, 0.393, -0.148], [-1.553, -2.020, -1.751], [0.348, 1.934, 2.198]],
  "homo_lumo_gap_ha": [0.219, 0.357],
  "e_lumo_ev": [-7.5, -5.3],
  "total_charge": 1
}


Entry 2
{
  "formula": "C3H9N2",
  "method": "wB97M-V/def2-TZVPD",
  "species": ["C", "H", "H", "N", "C", "H", "H", "H", "C", "N", "H", "H", "H", "H"],
  "coordinates": [[-0.245, 1.392, 0.368], [0.665, 1.857, 0.736], [-1.378, -1.576, 0.336], [-1.630, -0.594, 0.419], [0.668, 0.113, -0.962], [2.419, -0.409, -0.142], [-1.008, 1.914, -0.192], [-2.333, -0.540, 1.155], [-0.495, 0.140, 0.821], [1.568, -0.834, -0.501], [0.013, -0.214, 1.721], [1.896, -1.479, -1.214], [1.025, 1.056, -1.368], [-0.220, -0.170, -1.519]],
  "homo_lumo_gap_ha": 0.385,
  "e_lumo_ev": -4.4,
  "total_charge": 1
}


Entry 3
{
  "formula": "C3H9N2",
  "method": "wB97M-V/def2-TZVPD",
  "species": ["H", "H", "N", "H", "H", "C", "H", "H", "H", "N", "C", "C", "H", "H"],
  "coordinates": [[-1.782, 0.292, 1.136], [0.503, -0.472, 2.146], [0.658, -0.126, 0.100], [0.329, 1.582, -2.630], [1.662, -0.253, 0.065], [0.086, 0.544, -0.857], [1.734, 1.316, -1.723], [-0.995, 0.510, -0.843], [0.311, -1.902, 1.040], [0.721, 1.229, -1.774], [-1.449, -0.744, 1.268], [0.071, -0.852, 1.221], [-1.891, -1.394, 0.511], [-1.893, -1.021, 2.222]],
  "smiles": "CCNC=[NH2+]",
  "homo_lumo_gap_ha": 0.438,
  "e_lumo_ev": -3.5,
  "total_charge": 1
}


Which one sits at the bottom of the stability order? entry 1 does.